Computed, not measured: C7H13NO as an isolated structure in a non-equilibrium geometry, with ωB97M-V/def2-TZVPD.

Element x y z (Å)
C -0.527 0.541 -1.884
C -0.479 -0.335 -0.600
C -0.718 -1.719 -0.732
C -1.691 -0.939 0.056
C 0.501 0.206 0.328
C 0.389 1.714 0.966
C 0.917 -0.814 1.356
H 0.645 0.431 -2.401
H -1.098 1.542 -1.598
H -1.224 -0.227 -2.501
H -1.042 -2.188 -1.670
H -0.375 -2.419 -0.093
H -3.012 -0.861 -0.203
H -1.234 -1.389 1.216
H 0.769 1.470 1.936
H -0.597 2.417 0.882
H 1.118 2.429 -0.597
H 0.614 -1.893 1.137
H 1.181 -0.540 2.400
H 2.518 0.406 1.344
N 1.960 -0.269 0.394
O 1.385 2.437 0.262

Summary:
- Energy above the lowest of the compared OMol25 structures with the same formula, charge and spin: 8.643 eV
- Spin multiplicity: 1
- Orbital gap: 10.16 eV
- LUMO energy: 0.83 eV
- Charge: 0

The Mulliken scheme yields these atomic charges, measured in e: atom 1 (C): -1.096, atom 2 (C): 0.699, atom 3 (C): -1.186, atom 4 (C): -0.120, atom 5 (C): 0.966, atom 6 (C): -0.786, atom 7 (C): -0.997, atom 8 (H): 0.274, atom 9 (H): 0.262, atom 10 (H): 0.346, atom 11 (H): 0.251, atom 12 (H): 0.263, atom 13 (H): 0.247, atom 14 (H): 0.201, atom 15 (H): 0.367, atom 16 (H): 0.230, atom 17 (H): 0.315, atom 18 (H): 0.296, atom 19 (H): 0.243, atom 20 (H): 0.372, atom 21 (N): -0.669, atom 22 (O): -0.478

Computed, not measured: a 5-piece molecular cluster, C2H12N2O6 overall in a non-equilibrium geometry, with ωB97M-V/def2-TZVPD.

Element x y z (Å)
N -0.329 2.013 1.087
C -0.837 1.441 -0.023
O -0.897 1.995 -1.094
N -1.419 0.007 0.082
C -1.834 -0.700 1.126
O -1.245 -0.612 2.168
H -0.265 1.590 1.955
H -0.070 3.032 1.013
H -1.596 -0.316 -0.906
H -2.564 -1.532 1.121
O 1.391 -1.338 1.124
H 1.051 -1.384 0.263
H 0.691 -1.074 1.723
O 1.348 -1.644 -1.772
H 0.963 -0.923 -2.029
H 2.097 -1.517 -1.312
O 2.353 1.249 1.763
H 1.692 1.228 1.060
H 2.449 0.311 1.830
O -0.942 -0.616 -2.725
H -0.762 -1.340 -3.292
H -1.274 0.132 -3.161

Summary:
- Energy above the lowest of the compared OMol25 structures with the same formula, charge and spin: 1.035 eV
- Spin multiplicity: 1
- Orbital gap: 10.92 eV
- LUMO energy: 0.33 eV
- SMILES: NC(=O)NC=O.O.O.O.O
- Charge: 0

The Mulliken scheme yields these atomic charges, measured in e: atom 1 (N): -0.375, atom 2 (C): 0.421, atom 3 (O): -0.586, atom 4 (N): 0.075, atom 5 (C): 0.049, atom 6 (O): -0.584, atom 7 (H): 0.269, atom 8 (H): 0.229, atom 9 (H): 0.180, atom 10 (H): 0.380, atom 11 (O): -0.667, atom 12 (H): 0.305, atom 13 (H): 0.365, atom 14 (O): -0.635, atom 15 (H): 0.315, atom 16 (H): 0.311, atom 17 (O): -0.676, atom 18 (H): 0.321, atom 19 (H): 0.370, atom 20 (O): -0.634, atom 21 (H): 0.286, atom 22 (H): 0.281

Computed, not measured: a 3-piece molecular cluster, C2HBr4O2S overall in a non-equilibrium geometry, with ωB97M-V/def2-TZVPD.

Element x y z (Å)
C -1.607 0.141 -1.433
C -2.356 -0.593 -0.812
O 1.904 0.242 0.205
O 2.496 0.497 2.535
S 1.409 0.106 1.629
Br -0.889 1.637 -2.115
Br -3.276 -1.762 0.226
Br -0.086 1.828 2.469
Br 1.135 -1.614 -1.877
H 1.270 -0.481 -0.827

Summary:
- Energy above the lowest of the compared OMol25 structures with the same formula, charge and spin: 1.516 eV
- Spin multiplicity: 1
- Orbital gap: 8.02 eV
- LUMO energy: 2.57 eV
- Charge: -1

The Mulliken scheme yields these atomic charges, measured in e: atom 1 (C): -0.163, atom 2 (C): 0.179, atom 3 (O): -0.479, atom 4 (O): -0.505, atom 5 (S): 0.634, atom 6 (Br): 0.026, atom 7 (Br): -0.055, atom 8 (Br): -0.425, atom 9 (Br): -0.490, atom 10 (H): 0.276

Question: Look up the LUMO energy of the first one.
Answer: 0.83 eV

Question: spin multiplicity of number 3 (C2HBr4O2S)?
Answer: 1

Question: LUMO energy of number 3 (C2HBr4O2S)?
Answer: 2.57 eV